Entry 1:
Formula: C31H28F6N2S
Source: the Open Molecules 2025 dataset
Level of theory: wB97M-V/def2-TZVPD

Values from the calculation:
* SMILES: FC(F)(F)c1cc(SC(c2cc3c4c(c2)CCN4CCC3)c2cc3c4c(c2)CCN4CCC3)cc(C(F)(F)F)c1
* net charge: 0
* HOMO: -6.60 eV
* largest force on an atom: 2.863 eV/Å
* Kohn-Sham gap: 6.4 eV
* ΔE to the lowest compared entry with this formula, charge and spin: 0.00 kJ/mol

XYZ file:
```
68
Properties=species:S:1:pos:R:3:forces:R:3:lowdin_charge:R:1
F -0.472173 -4.497220 3.623476 0.758 -0.130 -0.631 0.1253
C 0.626377 -4.637606 2.833169 0.413 0.092 0.713 -0.4993
F 1.600388 -3.814923 3.381911 -0.878 -0.751 -0.458 0.0965
F 1.086452 -5.916365 2.987123 -0.472 1.101 -0.146 0.1160
C 0.379734 -4.263071 1.387991 0.164 -0.628 -0.237 -0.1102
C -0.460900 -3.213696 1.056237 0.180 0.807 -0.539 0.0000
C -0.492008 -2.757206 -0.287694 0.468 -1.417 -0.048 -0.5965
S -1.232213 -1.330500 -0.847739 -2.006 1.907 -0.733 0.8782
C 0.245221 0.198426 -1.501281 0.424 -1.317 0.680 -0.2176
C 1.017791 0.146087 -0.221182 -0.038 -0.584 -1.084 -0.2852
C 0.344459 0.525211 0.945543 0.846 0.034 0.711 -0.0546
C 0.952909 0.350160 2.185655 0.288 -0.242 -1.100 -0.1424
C 2.181635 -0.317656 2.169581 -0.282 0.022 -0.121 -0.1533
C 2.834155 -0.824483 1.034646 -1.451 0.736 -0.512 -0.1442
C 2.235919 -0.584681 -0.200385 -0.156 0.362 0.954 0.0290
C 4.047237 -1.566939 1.481848 0.752 -0.464 -0.266 -0.0903
C 4.046451 -1.412352 3.014816 0.051 0.081 0.273 -0.1269
N 2.865775 -0.618067 3.293472 0.623 0.163 0.528 -0.0906
C 2.376922 -0.329126 4.608690 0.052 -0.297 0.010 -0.1576
C 1.423749 0.853613 4.587853 0.013 0.351 -0.136 -0.1665
C 0.363410 0.776264 3.485765 -0.469 -0.092 0.474 -0.1381
C -0.442651 1.418029 -1.934373 -0.228 -0.269 -0.445 -0.2334
C -0.816704 2.469901 -1.058971 -0.514 -0.307 -0.193 0.0320
C -1.863268 3.325237 -1.396985 0.475 -0.589 -0.638 -0.1401
C -2.376806 3.199926 -2.692853 0.278 -0.140 0.118 -0.1394
C -1.892303 2.310386 -3.672912 0.699 0.135 1.198 -0.1396
C -0.907403 1.425018 -3.286507 -0.589 -0.087 0.141 0.0263
C -2.639938 2.573329 -4.941848 -0.178 -0.320 -0.729 -0.0890
C -3.635304 3.692429 -4.580283 -0.212 0.098 -0.065 -0.1258
N -3.378680 3.959142 -3.181670 -0.401 0.100 -0.146 -0.0868
C -4.026514 5.000189 -2.446506 -0.014 0.245 -0.049 -0.1615
C -3.890559 4.769951 -0.952651 -0.045 -0.414 0.292 -0.1632
C -2.479204 4.349760 -0.503850 0.085 0.716 0.376 -0.1346
C 0.070035 -3.569876 -1.294004 0.354 0.646 0.328 -0.0453
C 0.919920 -4.593782 -0.949050 0.271 -0.653 0.404 -0.1129
C 1.727289 -5.272842 -2.029758 0.365 -0.326 -0.344 -0.5078
F 1.046902 -5.349045 -3.211512 0.590 0.019 0.913 0.1187
F 2.884045 -4.570631 -2.286117 -0.939 -0.658 0.154 0.1101
F 2.105249 -6.542248 -1.690185 -0.279 1.045 -0.331 0.1167
C 1.091620 -4.943297 0.394659 0.252 -0.084 -0.079 0.0529
H -1.059133 -2.710136 1.816619 0.343 0.060 -0.190 0.1273
H 0.592308 -0.457335 -2.326865 0.212 0.825 0.581 0.1023
H -0.684391 0.885258 0.919668 0.404 -0.078 -0.119 0.1077
H 2.672599 -0.972589 -1.116842 -0.121 0.128 0.011 0.1208
H 4.009463 -2.633884 1.214830 0.036 0.338 -0.111 0.1174
H 4.964484 -1.134882 1.055110 -0.221 -0.239 0.028 0.1187
H 4.953039 -0.895747 3.357148 -0.095 -0.108 0.099 0.1184
H 3.980962 -2.376712 3.528830 0.091 -0.012 -0.030 0.1129
H 1.854592 -1.205016 5.009935 0.012 -0.128 0.191 0.1225
H 3.240222 -0.117129 5.251234 -0.193 -0.030 0.075 0.1261
H 0.934901 0.926179 5.556561 0.031 0.102 0.118 0.1102
H 1.997136 1.769325 4.427809 0.081 0.013 0.084 0.1181
H -0.440034 0.081592 3.790389 0.202 0.172 -0.102 0.1252
H -0.099998 1.768087 3.378195 0.013 -0.274 0.032 0.1198
H -0.332600 2.597114 -0.086553 -0.269 -0.229 -0.398 0.1154
H -0.533353 0.678953 -3.997587 -0.126 0.154 0.392 0.1266
H -3.193337 1.686876 -5.284558 0.326 0.177 -0.006 0.1214
H -1.979273 2.910037 -5.746457 -0.045 -0.225 0.043 0.1181
H -4.674225 3.367302 -4.724403 0.088 0.120 -0.011 0.1213
H -3.478021 4.596977 -5.181085 -0.034 -0.068 0.017 0.1212
H -5.082453 5.014071 -2.738891 0.042 0.105 0.106 0.1261
H -3.606267 5.982112 -2.695574 0.039 0.079 -0.153 0.1256
H -4.172825 5.684936 -0.434843 -0.087 -0.016 0.083 0.1109
H -4.593840 3.987874 -0.650453 0.016 0.041 -0.030 0.1196
H -1.834352 5.242729 -0.481111 -0.115 -0.146 0.099 0.1248
H -2.554173 3.974119 0.527685 0.165 0.125 -0.258 0.1213
H -0.112616 -3.309280 -2.335962 0.140 -0.034 0.282 0.1174
H 1.764166 -5.758278 0.663054 -0.186 0.260 -0.069 0.1340
```
Positions in Å, forces in eV/Å.



Entry 2:
Formula: C26H31F2LiN2O4S2Si
Source: the Open Molecules 2025 dataset
Level of theory: wB97M-V/def2-TZVPD

Values from the calculation:
* net charge: -2
* HOMO: -0.92 eV
* largest force on an atom: 2.579 eV/Å
* Kohn-Sham gap: 4.8 eV

XYZ file:
```
69
Properties=species:S:1:pos:R:3:forces:R:3:lowdin_charge:R:1
Li 7.914289 -2.133569 17.154200 -0.121 -0.241 0.238 0.5956
C 12.767504 3.528959 16.889205 0.238 -0.344 -0.053 -0.0596
C 12.809133 2.824082 18.240061 -0.178 -0.239 0.307 -0.3192
C 12.806404 3.848442 19.371537 0.518 -0.340 0.136 -0.1603
C 12.912578 3.137142 20.720849 -0.128 0.390 0.256 -0.1549
C 11.816549 2.111106 20.855774 -0.623 -0.388 -0.097 -0.1536
C 11.298939 1.788495 22.113908 -0.153 -0.302 -0.788 0.0203
C 10.264345 0.855359 22.184761 -0.197 -0.096 -0.034 -0.2486
F 9.761576 0.588829 23.431988 0.194 -0.023 -0.386 0.0190
C 9.732281 0.199177 21.085766 0.746 0.185 0.187 0.0584
C 10.223935 0.506164 19.802255 0.925 0.931 0.819 -0.0247
C 9.695046 -0.217132 18.617589 0.018 -0.197 -0.192 -0.2938
O 8.941843 -1.176353 18.789502 0.861 0.757 -0.578 -0.0170
C 10.211064 0.314555 17.332376 -0.297 -0.161 0.775 -0.0154
C 11.178049 1.273671 17.295734 -0.748 -0.802 1.022 0.0100
N 11.691278 1.867052 18.416357 0.475 0.589 -0.078 -0.0062
C 11.257191 1.499194 19.689770 -0.514 -0.296 0.414 -0.0645
C 9.712727 -0.209438 16.015086 0.745 0.098 -1.680 -0.6608
O 10.399381 0.176015 15.026250 -0.278 -0.040 0.210 -0.0777
O 8.716116 -0.951472 15.972695 -0.025 0.188 0.184 -0.0744
H 13.494824 4.336517 16.873985 0.195 0.039 0.082 0.0731
H 11.795824 3.964902 16.690870 -0.286 -0.010 -0.006 0.0942
H 13.015593 2.835361 16.085142 -0.026 0.231 -0.068 0.0785
H 13.741695 2.232568 18.304059 -0.081 0.280 0.010 0.1541
H 11.897772 4.451527 19.331224 -0.051 0.007 -0.061 0.1291
H 13.675052 4.501042 19.206770 -0.233 0.002 0.129 0.1118
H 12.832978 3.862972 21.556414 0.068 -0.334 -0.415 0.1155
H 13.896388 2.658025 20.814127 -0.069 0.059 -0.075 0.1162
H 11.692551 2.234702 23.029960 -0.139 -0.068 -0.314 0.1183
H 9.001581 -0.594327 21.202447 -0.235 0.195 -0.133 0.0842
H 11.603274 1.589066 16.359458 -0.359 -0.247 -0.134 0.1055
C 4.227143 0.543195 22.625227 -0.223 0.457 0.653 -0.2281
Si 4.565074 -1.265263 22.866005 0.981 -0.734 -2.269 0.4353
C 3.256972 -1.919753 23.999675 -0.311 -0.154 0.875 -0.2150
C 6.217266 -1.535701 23.701627 -0.262 0.035 0.759 -0.1958
C 4.457422 -2.340344 21.281268 0.284 0.578 -0.011 -0.2805
C 3.627910 -3.428753 21.111890 0.126 -0.355 -0.326 -0.1438
C 3.707152 -4.179972 19.918304 -0.034 0.279 0.060 -0.1198
C 4.632018 -3.788778 18.945561 -0.141 0.027 0.745 -0.1791
N 5.461100 -2.757993 19.073079 -0.258 0.404 0.507 0.0429
C 5.362982 -1.993582 20.193054 -0.463 -0.684 0.444 -0.7789
S 6.331447 -0.606396 20.400501 0.186 0.371 -0.168 0.5916
H 4.028433 0.942228 23.625117 -0.125 0.218 0.168 0.0109
H 3.330049 0.711103 22.035888 -0.125 0.002 -0.209 0.0251
H 5.051835 1.102124 22.193046 -0.021 -0.217 -0.076 -0.0121
H 3.283321 -1.361353 24.938591 -0.046 0.049 0.128 0.0171
H 3.411354 -2.967325 24.257879 0.076 -0.129 -0.050 0.0235
H 2.252022 -1.828843 23.604127 -0.245 0.068 -0.220 0.0220
H 6.123164 -1.093090 24.700951 0.161 -0.066 0.169 0.0162
H 7.059956 -1.069978 23.211937 0.014 0.113 -0.287 -0.0114
H 6.430581 -2.598789 23.827960 -0.039 -0.053 -0.010 0.0285
H 2.931069 -3.734451 21.906645 0.226 0.118 -0.325 0.0806
H 3.060119 -5.034002 19.758021 0.022 -0.039 -0.058 0.0650
H 4.741296 -4.353652 18.025036 -0.074 -0.063 0.010 0.0609
O 6.227681 -2.830857 16.111238 0.614 -0.594 -0.248 -0.5776
S 6.614796 -4.297594 16.072238 -1.383 -0.224 -0.193 0.8676
C 7.672138 -4.603792 14.567215 -0.573 -0.354 0.773 -0.2958
C 6.839008 -5.229724 13.446747 -0.732 0.336 0.389 -0.2339
C 5.337071 -4.823251 13.700251 0.233 -0.452 -0.093 -0.2619
C 5.069845 -4.993271 15.192313 1.379 0.145 -0.248 -0.3320
H 8.467269 -5.231507 14.965656 0.034 -0.028 -0.198 0.0704
H 8.099585 -3.638028 14.337955 -0.021 0.329 -0.044 0.0883
H 6.951030 -6.323641 13.456605 -0.177 0.174 0.044 0.0929
H 7.200192 -4.878544 12.478299 -0.135 -0.019 -0.101 0.0896
H 4.640374 -5.442624 13.121176 0.165 0.050 -0.233 0.0829
H 5.169618 -3.781920 13.409542 0.142 -0.039 0.071 0.1022
H 5.061719 -6.051927 15.482783 -0.150 0.035 -0.113 0.0674
H 4.205037 -4.477508 15.602732 -0.001 0.058 -0.107 0.0675
F 8.445094 -3.922562 16.980520 0.655 0.536 0.115 -0.6357
```
Positions in Å, forces in eV/Å.



Entry 3:
Formula: C7H23ClNO5
Source: the Open Molecules 2025 dataset
Level of theory: wB97M-V/def2-TZVPD

Values from the calculation:
* net charge: -1
* HOMO: -3.59 eV
* largest force on an atom: 17.009 eV/Å
* Kohn-Sham gap: 6.8 eV

XYZ file:
```
37
Properties=species:S:1:pos:R:3:forces:R:3:lowdin_charge:R:1
Cl -25.874110 -5.712250 9.619940 12.716 -2.681 10.974 1.0090
C -28.744270 -8.814390 5.411430 0.059 -0.275 1.146 -0.1045
O -28.725510 -8.539760 6.851980 0.330 0.056 -2.967 -0.1925
C -28.261110 -7.218430 7.097290 -1.142 -0.173 2.715 -0.2198
C -28.390750 -7.115910 8.652460 0.073 1.258 -0.074 -0.2057
N -27.985910 -5.770530 9.192080 -9.683 -2.211 -2.168 -0.1783
C -28.504050 -5.573760 10.548590 -0.002 0.441 -0.859 -0.2320
C -28.088140 -6.586000 11.636510 0.024 0.717 -0.149 -0.2304
O -28.523600 -6.214340 12.931060 -1.164 0.401 0.997 -0.2090
C -29.933980 -6.403490 13.175540 1.318 0.222 -0.559 -0.0992
H -29.333790 -8.132170 4.798940 -0.768 0.186 0.499 0.0714
H -29.096700 -9.842140 5.324050 -0.118 0.135 -0.155 0.0764
H -27.788750 -8.737320 4.892630 0.683 -0.158 0.615 0.0718
H -28.987810 -6.479470 6.759710 0.221 0.165 -0.765 0.1133
H -27.238000 -7.055180 6.758630 -0.078 0.062 -0.162 0.1110
H -27.817570 -7.935520 9.085830 0.177 -0.093 0.060 0.0920
H -29.425620 -7.293860 8.944820 -0.347 -0.152 -0.354 0.1059
H -26.990660 -5.889370 9.316330 -8.995 -1.109 -2.748 -0.4369
H -29.582390 -5.444890 10.455450 -0.280 -0.159 0.356 0.0972
H -28.095970 -4.592520 10.790930 -0.071 0.110 0.646 0.1127
H -27.003210 -6.521890 11.719610 -0.104 -0.507 -0.100 0.0954
H -28.427120 -7.599680 11.422830 0.085 -0.217 -0.205 0.1143
H -30.517270 -5.821900 12.461660 -0.196 -0.230 -0.156 0.0702
H -30.194240 -6.032880 14.167010 0.345 -0.105 0.075 0.0764
H -30.125660 -7.474080 13.103570 -0.458 -0.083 -0.048 0.0794
C -23.403890 -6.761260 9.842730 1.047 -0.412 -0.186 -0.2489
O -23.634820 -5.839210 8.809830 4.231 -0.445 -1.223 -0.2181
H -24.114100 -7.573760 9.689230 0.293 0.003 1.075 0.0410
H -22.417300 -7.220080 9.777820 0.383 0.162 -0.402 0.0647
H -23.409710 -6.265400 10.813400 -0.429 -0.164 0.327 0.0648
H -24.593360 -5.792070 8.833620 1.240 0.526 -1.268 -0.1924
O -25.715670 -3.584040 8.719590 0.474 5.396 -2.432 -0.1572
H -26.518240 -3.623260 8.199410 -0.250 -0.011 -0.037 0.0070
H -25.712980 -4.400860 9.218620 0.232 2.804 -0.489 -0.3143
O -25.581380 -7.998950 8.534740 0.028 -3.063 -1.571 -0.1291
H -25.132070 -7.874570 7.698750 0.242 -0.088 -0.212 0.0531
H -25.828990 -7.115590 8.807870 -0.117 -0.309 -0.197 -0.1582
```
Positions in Å, forces in eV/Å.